Entry 1:
Here is a single C2H2BrNO2S2 molecule from the OMol25 dataset. Energies are from wB97M-V/def2-TZVPD.

The energy above the lowest of the compared OMol25 structures with the same formula, charge and spin is 22.0 kcal per mole. The total energy is -3652.91347 Ha. Its highest occupied orbital energy is -10.18 eV. The LUMO energy comes out at -0.940 eV.

```
! RIJCOSX wB97M-V def2-TZVPD def2/J DEFGRID3
* xyz 0 1
C 1.908 0.573 -0.062
C -1.253 0.481 -0.911
N 1.765 1.154 -1.041
O -0.479 -0.736 -0.063
O -0.065 -1.927 2.329
S 2.110 -0.238 1.381
S 0.516 -1.757 1.053
Br -2.085 1.678 0.254
H -0.453 0.914 -1.498
H -1.965 -0.142 -1.442
*
```



Entry 2:
Here is a 3-piece molecular cluster, C3H13NO3 overall from the OMol25 dataset. Energies are from wB97M-V/def2-TZVPD.

The energy above the lowest of the compared OMol25 structures with the same formula, charge and spin is 24.3 kcal per mole. The total energy is -402.54172 Ha. As for the SMILES: NCCCO.O.O. Its highest occupied orbital energy is -9.66 eV. The LUMO energy comes out at 0.592 eV.

```
! RIJCOSX wB97M-V def2-TZVPD def2/J DEFGRID3
* xyz 0 1
N 2.021 1.868 0.498
C 1.496 1.060 -0.624
C 0.047 0.667 -0.388
C -0.601 0.076 -1.626
O -2.048 0.214 -1.571
H 2.299 1.232 1.239
H 2.884 2.308 0.196
H 2.098 0.151 -0.769
H 1.449 1.673 -1.519
H -0.122 0.007 0.478
H -0.544 1.546 -0.129
H -0.399 0.675 -2.519
H -0.396 -0.987 -1.751
H -2.355 -0.135 -0.721
O -3.813 1.634 0.475
H -2.905 1.633 0.794
H -4.137 2.507 0.718
O 1.836 -5.330 2.750
H 2.263 -5.687 1.963
H 0.929 -5.113 2.505
*
```



Entry 3:
Here is a single C4H9NO2 molecule from the OMol25 dataset. Energies are from wB97M-V/def2-TZVPD.

The energy above the lowest of the compared OMol25 structures with the same formula, charge and spin is 74.7 kcal per mole. The total energy is -362.96654 Ha. As for the SMILES: COC/C(C)=N\O. Its highest occupied orbital energy is -9.71 eV. The LUMO energy comes out at 0.943 eV.

```
! RIJCOSX wB97M-V def2-TZVPD def2/J DEFGRID3
* xyz 0 1
C -1.675 0.740 0.514
O -0.470 1.457 0.700
C 0.666 0.621 0.837
C 0.719 -0.388 -0.291
C 1.025 0.133 -1.663
N 0.387 -1.615 -0.192
O 0.045 -1.974 1.110
H -2.489 1.442 0.709
H -1.763 0.364 -0.518
H -1.738 -0.111 1.203
H 0.675 0.116 1.809
H 1.540 1.281 0.782
H 2.081 0.411 -1.750
H 0.433 1.037 -1.846
H 0.787 -0.617 -2.420
H -0.220 -2.898 1.015
*
```



Entry 4:
Here is C6H12NO3 as an isolated structure from the OMol25 dataset. Energies are from wB97M-V/def2-TZVPD.

The energy above the lowest of the compared OMol25 structures with the same formula, charge and spin is 82.1 kcal per mole. The total energy is -515.89352 Ha. Its highest occupied orbital energy is -13.94 eV. The LUMO energy comes out at -3.187 eV.

```
! RIJCOSX wB97M-V def2-TZVPD def2/J DEFGRID3
* xyz 1 1
C 2.284 0.302 0.219
C 1.531 -0.631 0.230
C 3.247 1.431 0.103
C -1.363 0.126 -0.741
C -2.255 1.300 -0.175
C -0.002 -1.814 0.164
N -1.154 -0.785 0.381
O -1.563 1.845 0.898
O 0.064 -2.698 1.236
O -0.289 -2.336 -1.043
H 3.278 2.037 0.952
H 4.144 0.902 -0.146
H 3.019 2.059 -0.750
H -0.405 0.417 -1.061
H -1.717 -0.401 -1.536
H -2.385 2.043 -0.950
H -3.141 0.838 0.313
H -2.111 -1.114 0.640
H -0.920 -0.351 1.260
H -0.878 2.405 0.603
H 0.160 -3.601 0.967
H 0.453 -1.973 -1.566
*
```



Entry 5:
Here is C27H15F8N4O3PtSSe as an isolated structure from the OMol25 dataset. Energies are from wB97M-V/def2-TZVPD.

The energy above the lowest of the compared OMol25 structures with the same formula, charge and spin is 0.0 kcal per mole. The total energy is -5200.15704 Ha. Its highest occupied orbital energy (alpha / beta) is -9.44 / -9.44 eV. The LUMO energy (alpha / beta) comes out at -5.801 / -5.803 eV.

```
! RIJCOSX wB97M-V def2-TZVPD def2/J DEFGRID3
* xyz 1 1
Pt -1.000 -0.380 -0.409
C -0.237 -4.526 -1.327
C -0.403 -3.140 -1.465
N -0.781 -2.382 -0.459
C -1.015 -2.933 0.775
C -0.833 -4.308 0.997
C -0.447 -5.101 -0.107
C -1.020 -4.824 2.300
C -1.346 -3.964 3.308
C -1.539 -2.584 3.089
C -1.416 -2.042 1.824
N -1.580 -0.735 1.418
C -1.998 0.369 2.128
C -2.593 0.428 3.374
C -2.943 1.664 3.951
C -2.726 2.851 3.313
C -2.168 2.837 2.015
C -1.955 4.006 1.251
C -1.450 3.914 -0.013
C -1.155 2.648 -0.543
N -1.331 1.542 0.147
C -1.825 1.606 1.429
H 0.061 -5.108 -2.186
H -0.221 -2.639 -2.404
H -0.314 -6.167 0.033
H -0.889 -5.882 2.479
H -1.469 -4.341 4.315
H -1.763 -1.968 3.941
H -2.839 -0.468 3.915
H -3.403 1.658 4.930
H -2.995 3.795 3.767
H -2.212 4.967 1.680
H -1.297 4.788 -0.629
H -0.814 2.534 -1.561
C 3.216 -2.190 3.341
C 2.520 -1.626 2.192
N 1.967 -1.196 1.282
H 3.511 -3.215 3.125
H 2.558 -2.184 4.208
H 4.104 -1.602 3.565
F -2.756 -1.090 -3.451
C -1.777 -0.833 -4.315
F -2.294 -0.412 -5.457
F -1.097 -1.964 -4.534
S -0.650 0.452 -3.634
O 0.450 0.544 -4.544
O -1.471 1.605 -3.414
O -0.182 -0.184 -2.346
F 5.996 3.947 -1.846
C 4.800 3.752 -2.338
C 3.609 4.140 -1.744
F 3.517 4.750 -0.612
C 2.472 3.571 -2.446
F 1.314 4.217 -2.548
C 2.487 2.026 -2.349
Se 2.187 0.620 -1.484
C 3.067 2.789 -3.585
F 2.491 2.695 -4.770
C 4.500 2.958 -3.439
F 5.373 2.315 -4.131
*
```



Entry 6:
Here is a single C9H13ClN2OS molecule from the OMol25 dataset. Energies are from wB97M-V/def2-TZVPD.

The total energy is -1393.56268 Ha. Its highest occupied orbital energy (alpha / beta) is -6.16 / -8.93 eV. The LUMO energy (alpha / beta) comes out at 0.750 / -2.439 eV.

```
! RIJCOSX wB97M-V def2-TZVPD def2/J DEFGRID3
* xyz 0 3
C -0.205 1.787 1.186
C 0.135 1.825 -0.158
C 0.219 0.783 2.056
C 0.850 0.678 -0.767
C 0.811 -0.339 1.584
C 1.117 -0.554 0.177
C -2.062 -0.181 -0.540
C -1.288 -1.638 -2.348
C 3.917 -0.062 0.288
N 0.306 -0.662 -0.935
N -1.035 -1.106 -0.958
O 2.841 -2.588 0.499
S 2.726 -1.403 -0.348
Cl 4.054 1.257 -0.910
H -0.793 2.615 1.495
H 0.240 2.782 -0.645
H -0.144 0.738 3.074
H 1.561 0.949 -1.662
H 1.214 -0.979 2.321
H -2.092 0.737 -1.043
H -2.903 -0.740 -0.852
H -1.853 -0.027 0.548
H -0.384 -2.373 -2.452
H -2.146 -2.315 -2.334
H -1.263 -0.841 -3.152
H 4.911 -0.504 0.504
H 3.179 0.369 1.072
*
```